Here is the molecule C6H13N3 from the Open Molecules 2025 dataset. Energies are from the ωB97M-V functional and the def2-TZVPD basis.

Output
- HOMO: -7.00 eV
- LUMO energy: 0.0361 Eh
- Electronic energy: -10902.5528 eV
- Relative energy (zero: lowest compared OMol25 entry of this formula, charge and spin): 19.81 kcal per mole

Geometry (Å):
C1 -1.39759 1.26921 -0.14006
C2 -1.03863 -0.15965 0.15489
C3 -2.21287 -1.10474 0.20542
C4 0.20586 -0.57784 0.47827
N1 0.46545 -1.80966 1.08635
C5 1.39662 0.25357 0.27090
N2 2.28200 0.33168 1.36541
C6 1.65521 0.85230 -0.90850
N3 1.09948 0.51098 -2.15026
H1 -0.54260 1.93015 -0.02230
H2 -1.78980 1.37852 -1.15432
H3 -2.17970 1.60387 0.54479
H4 -2.51084 -1.31297 1.23509
H5 -1.98369 -2.05807 -0.27529
H6 -3.06892 -0.67488 -0.31159
H7 1.39775 -2.15685 0.91788
H8 -0.24257 -2.51627 0.96154
H9 1.80578 0.38222 2.25566
H10 2.97902 1.05676 1.26791
H11 2.48893 1.54081 -0.98993
H12 0.92702 1.31096 -2.74551
H13 0.26407 -0.05012 -2.04632

Force components x, y, z for each atom (eV/Å):
0.255 -0.102 -0.122
0.152 -0.158 0.195
0.251 0.025 0.151
-0.566 0.094 -0.297
0.000 -0.237 -0.082
0.008 0.789 -0.570
0.123 -0.047 0.187
0.331 -0.421 0.465
-0.274 0.161 -0.055
0.001 0.043 -0.056
-0.037 0.089 -0.067
-0.094 -0.029 0.009
-0.129 -0.069 0.075
-0.021 -0.093 0.004
-0.048 -0.007 0.005
-0.027 -0.044 -0.005
-0.002 -0.001 0.040
0.039 0.127 -0.008
-0.015 -0.049 0.059
0.136 -0.032 0.095
-0.062 -0.089 0.055
-0.021 0.050 -0.078

These are the Mulliken partial charges, in e, on atoms 1 to 4:
1. C -1.49
2. C 0.75
3. C -1.77
4. C 0.38